DFT (the ωB97M-V functional and the def2-TZVPD basis) results for a cluster of 6 separate species, H12O6 in total.

The geometry in XYZ format:
```
18
H12O6, DFT the ωB97M-V functional and the def2-TZVPD basis
O -3.5634 3.1570 9.4149
H -3.0864 3.7066 8.7848
H -4.1018 3.7779 9.9164
O -3.0801 0.2538 10.0122
H -2.6528 1.0879 10.2426
H -2.7542 0.0465 9.1326
O -4.7283 2.0033 12.9645
H -4.1514 1.5113 13.5614
H -4.1845 2.1671 12.1889
O -7.3283 3.1893 13.1677
H -7.5382 3.4777 12.2762
H -6.5615 2.6012 13.0676
O -2.7976 0.7529 15.5585
H -3.0849 0.8969 16.4651
H -1.9748 1.2443 15.4792
O -1.9742 2.6488 11.9864
H -1.0461 2.6832 12.2371
H -2.2345 3.5704 11.8933
```

Summary:
E_HOMO (eV): -10.461
Kohn-Sham gap (eV): 10.497
E (eV): -12479.707
Net charge: 0
Energy relative to the best compared isomer or geometry (same formula, charge and spin) (kcal per mole): 32.4
Structure (SMILES): O.O.O.O.O.O